Record 1
Below is 2 unconnected molecules or ions with the total composition C9H14O, with properties calculated with ωB97M-V/def2-TZVPD.

electronic energy = -11598.7808 eV
net charge = +1
expectation value of S² = 0.77
relative energy (zero: lowest compared OMol25 entry of this formula, charge and spin) = 18.1 kcal per mole
spin multiplicity = 2

```
24
C9H14O | OMol25 | ωB97M-V/def2-TZVPD
C 0.280 0.759 0.046
C -0.621 1.028 1.081
H -0.414 -1.846 2.911
H -1.262 0.892 -4.004
H 1.194 -2.879 -0.119
H 0.329 1.530 -0.711
H 1.132 1.307 -4.124
H -1.521 0.217 2.889
H -1.083 -0.003 -2.391
H -0.361 2.844 2.181
H 0.738 -0.344 -4.359
H 1.640 -0.821 -0.745
C -0.804 0.055 2.090
C 0.879 -0.449 -0.072
C -1.039 2.420 1.427
H 1.349 0.074 -2.787
C -0.687 0.730 -3.098
O 0.864 -2.723 0.771
C 0.596 -1.440 0.955
C 0.741 0.438 -3.601
C -0.223 -1.194 2.082
H -2.061 2.555 1.763
H -0.788 3.093 0.597
H -0.763 1.600 -2.446
```

Löwdin atomic charge list, values in e, 2 entries:
1. C -0.005
2. C -0.170

---

Record 2
Below is a molecular structure, C32H39AsF6N2O5P3PtS2, with properties calculated with ωB97M-V/def2-TZVPD.

electronic energy = -176956.3105 eV
net charge = +1
expectation value of S² = 2.01
relative energy (zero: lowest compared OMol25 entry of this formula, charge and spin) = 24.0 kcal per mole
spin multiplicity = 3

```
91
C32H39AsF6N2O5P3PtS2 | OMol25 | ωB97M-V/def2-TZVPD
H 0.475 -1.774 4.122
H 0.580 -4.373 0.185
H 4.158 -2.327 2.386
O -2.984 -0.590 0.448
C -0.415 -4.329 -0.260
F -4.353 -3.650 2.155
C 1.372 -0.714 -5.000
P 1.051 0.818 0.229
H -2.768 -2.517 -2.029
H 2.019 2.135 3.838
C 1.615 3.274 1.515
C -3.025 1.955 -3.320
C 3.817 0.974 0.424
H 1.842 -3.276 -2.144
H 3.408 0.130 -2.422
H 2.559 0.437 3.938
O -3.380 -2.290 4.853
C 0.874 -3.389 -2.630
C 0.750 2.547 0.706
H -0.183 -0.865 5.504
C 5.196 -0.660 1.519
C 4.060 -0.636 -4.315
Pt -0.460 -0.941 -0.460
H -3.566 3.293 -4.904
H 1.678 2.138 -1.749
S -4.233 -1.407 4.116
C 2.675 0.257 0.777
C -1.181 1.963 3.696
P -0.453 -2.985 -1.477
S -2.991 -1.479 1.590
H -2.344 -4.199 -2.394
H -1.137 -4.130 0.527
H -1.084 2.609 -0.424
H -1.623 4.916 0.216
H -1.261 2.277 4.734
C -0.409 3.156 0.225
O 0.162 0.233 1.823
C 3.678 -1.097 -5.566
C 1.752 -0.238 -3.744
C -0.752 1.148 -3.354
H 0.325 -0.740 -5.285
H 6.175 -1.016 1.811
F -3.752 -3.463 0.087
O -1.750 -2.215 1.749
H 0.755 -4.421 -2.965
H -1.805 -2.891 -3.468
H 0.844 -2.736 -3.501
N -3.499 -0.754 2.854
F -4.947 1.116 4.544
F -5.389 -2.261 0.841
C 3.103 -0.214 -3.404
C 2.330 -1.136 -5.907
C -4.328 0.114 5.159
H 5.107 -0.606 -4.044
H 2.535 2.829 1.867
H 5.953 1.095 0.540
H 1.684 1.183 5.296
C 5.073 0.524 0.805
H -2.142 1.623 3.323
C -2.778 2.694 -4.468
H -0.087 6.198 1.674
H 0.469 1.885 -4.971
H 4.424 -1.425 -6.277
P 0.521 0.201 -2.502
H 2.005 5.152 2.476
As 0.101 0.561 3.511
C 1.317 4.588 1.859
C -4.215 -2.790 1.151
H 1.922 -1.515 1.723
H -1.328 3.238 -5.955
C 1.781 1.149 4.210
F -3.088 0.525 5.489
C -1.993 -3.167 -2.429
H 2.025 -1.493 -6.882
H -1.274 -1.446 4.213
H -2.224 0.593 -1.877
F -4.972 -0.184 6.276
C -0.287 -1.059 4.436
N 1.320 1.237 -1.454
C -0.511 1.894 -4.507
C 4.063 -1.393 1.848
C -2.017 1.179 -2.767
C -1.522 2.662 -5.061
C 2.806 -0.937 1.481
H 3.733 1.892 -0.147
H -4.004 1.971 -2.858
C -0.713 4.459 0.583
H -0.804 2.785 3.083
O -5.579 -1.772 3.840
C 0.148 5.178 1.404
H -0.635 -5.286 -0.738
```

Löwdin atomic charge list, values in e, 2 entries:
1. H 0.056
2. H 0.054

---

Record 3
Below is a molecular structure, C24H23CaClN2O6S3, with properties calculated with ωB97M-V/def2-TZVPD.

electronic energy = -103986.2032 eV
relative energy (zero: lowest compared OMol25 entry of this formula, charge and spin) = 24.9 kcal per mole

```
60
C24H23CaClN2O6S3 | OMol25 | ωB97M-V/def2-TZVPD
H 2.312 0.440 -6.808
O 0.309 0.419 -1.708
Cl -2.778 2.533 0.135
H -3.694 -2.422 -1.439
O -3.544 3.059 1.201
H -5.836 1.697 4.307
H -1.192 -1.636 -1.511
H 2.534 0.476 1.972
C -0.580 2.299 -2.763
H -3.623 4.174 3.214
O -4.559 3.189 4.758
C 1.201 -1.199 2.065
H -1.474 5.387 -3.568
C 1.053 -2.532 0.077
O -2.888 1.105 0.154
C -3.806 1.050 3.907
S 0.660 3.054 -1.831
H -3.255 4.721 4.884
H -4.017 0.293 3.148
C 1.998 -1.727 -0.535
C -4.187 -0.673 -2.592
H 2.338 -1.956 -1.533
C 0.374 -0.424 -6.240
C -1.696 1.152 2.774
S 1.628 1.040 -4.555
Ca -0.755 0.891 -0.125
H -0.078 -2.905 1.861
C -1.849 0.117 -2.585
O -3.201 3.023 -1.103
N -2.530 1.678 3.600
H -5.241 -0.763 -2.775
H -1.377 3.402 3.721
C 2.112 -0.363 1.435
H -5.060 2.483 2.892
N -0.898 0.666 2.095
C 0.082 4.608 -2.290
C -4.908 2.116 3.914
C -3.428 3.855 4.245
C -3.365 -1.510 -1.910
C -2.022 -1.066 -1.912
H 0.118 -0.978 -7.124
S -3.341 0.676 -3.240
C -0.968 4.535 -3.149
H -1.900 2.728 5.293
C 0.650 -2.267 1.377
C -1.339 3.202 -3.438
H 0.576 5.487 -1.926
H 0.644 -3.384 -0.450
C 1.521 0.287 -6.099
H 3.240 0.002 -0.350
C -0.499 0.788 -2.753
C -0.454 -0.353 -5.095
H -1.413 -0.840 -5.021
C -2.203 2.935 4.259
C 0.088 0.401 -4.100
C 2.512 -0.631 0.136
O -1.408 2.866 0.354
H 0.926 -1.022 3.096
H -2.133 2.937 -4.115
H -3.744 0.572 4.893
```

Löwdin atomic charge list, values in e, 2 entries:
1. H 0.056
2. O -0.462

---

Record 4
Below is 2 unconnected molecules or ions with the total composition C5H14, with properties calculated with ωB97M-V/def2-TZVPD.

electronic energy = -5409.9273 eV
net charge = -1
expectation value of S² = 0.75
relative energy (zero: lowest compared OMol25 entry of this formula, charge and spin) = 13.4 kcal per mole
spin multiplicity = 2

```
19
C5H14 | OMol25 | ωB97M-V/def2-TZVPD
H 3.104 0.950 1.918
C 2.065 1.228 2.058
H 0.413 0.120 3.114
H 1.840 2.054 2.734
H 1.879 -0.759 2.822
C -0.548 -1.332 -0.902
H -2.183 0.435 -3.274
H -2.524 -1.154 -1.699
H 0.168 -1.498 -1.702
H 0.836 -0.488 1.505
H -0.516 0.191 -3.050
H -0.958 -2.191 -0.358
H -0.014 -0.843 -0.092
C 1.215 0.005 2.392
H -1.322 1.536 -2.118
C -1.731 -0.472 -1.377
H -2.149 0.069 -0.524
H 1.824 1.622 1.061
C -1.401 0.526 -2.509
```

Löwdin atomic charge list, values in e, 2 entries:
1. H 0.035
2. C -0.319